H18O9 | ωB97M-V/def2-TZVPD

The geometry in XYZ format:
```
27
Properties=species:S:1:pos:R:3:forces:R:3
O -0.92274 1.94633 -1.16426 1.185 -0.003 1.005
H -2.26374 -0.49267 4.12574 3.762 1.480 -3.376
H 4.00926 1.66033 -0.03726 -0.521 0.097 -0.799
H -2.74474 -0.93967 -1.91226 1.153 -1.735 0.824
O -2.34774 -1.57467 1.18174 1.244 -4.321 0.126
O -0.24974 0.13033 0.75274 3.758 3.513 3.563
H 0.94026 0.63533 2.57174 -3.801 -2.860 -0.586
H -1.64674 1.56733 -1.63226 -0.754 -0.451 -0.451
O 1.26926 -0.60167 -1.32826 1.059 1.866 0.065
O 3.10126 1.34033 -0.20826 0.992 -0.488 1.375
H 0.70826 0.55833 -2.80526 -0.073 0.072 -1.104
O 0.66626 0.68933 -3.78026 -1.306 0.286 1.054
H -1.54474 -1.81467 -2.24926 1.260 -0.248 -0.975
H 1.51226 0.46333 -4.11826 1.128 -0.318 -0.334
O -2.17174 -1.70267 -1.56226 -2.482 2.104 -0.048
H -2.30374 -1.66067 0.17074 0.009 -0.291 1.668
H 1.95326 0.16333 -1.24926 -0.817 -2.064 -0.009
H -0.69074 1.33733 -0.41026 -0.633 0.989 -0.756
H -1.99174 -2.56767 1.56174 -1.501 4.412 -1.807
H 2.19426 0.83033 3.34274 -0.875 0.732 -0.905
H -1.60474 -0.34967 2.57074 -0.728 -0.483 -0.373
H -1.06474 -0.20267 0.72674 -4.644 -2.713 -0.858
O 1.61026 1.22433 2.64274 4.818 2.094 1.408
O -1.40574 -0.15067 3.47974 -3.003 -1.038 4.072
H 2.96526 0.92633 0.67574 -0.767 0.380 -0.550
H 0.32926 0.04733 0.04474 1.150 -1.380 -2.296
H 1.69426 -1.46267 -1.39026 0.386 0.366 0.067
```
Positions in Å, forces in eV/Å.

Maximum force   6.26 eV/A
Relative energy (zero: lowest compared OMol25 entry of this formula, charge and spin)   91.5 kcal per mole
Total charge   0
Energy   -687.88005 Eh
M   162.1 g mol⁻¹
Orbital gap   0.39363 hartree
SMILES string   O.O.O.O.O.O.O.O.O
HOMO energy   -10.69 eV


H18O9 | ωB97M-V/def2-TZVPD

The geometry in XYZ format:
```
27
Properties=species:S:1:pos:R:3:forces:R:3
H -1.46022 1.14988 2.63534 0.431 0.186 -0.200
O -1.59486 2.15476 -1.10528 0.225 -0.244 -0.255
H 0.58664 2.09696 2.41479 0.389 0.006 0.269
H 1.28084 2.50174 -3.87145 -0.036 0.251 -0.524
H -0.78167 -0.02039 -2.33139 -0.508 0.113 -0.100
H -0.17084 -1.76974 2.13941 -0.021 0.184 -0.423
O -2.26522 0.89666 3.08710 -0.625 -0.425 0.061
O -0.20364 -1.96739 3.07541 0.474 0.161 0.097
H 0.38697 -0.73304 -2.97814 0.090 -0.468 -0.199
H -1.63499 1.44278 -0.46676 -0.254 -0.162 0.289
H -2.04531 0.94973 4.01719 -0.086 -0.026 0.368
O 0.14879 0.07988 -2.53245 0.161 0.082 0.076
O -0.37984 -2.76743 -2.02203 0.180 0.354 -0.080
H 0.35279 0.32001 0.46970 0.064 0.562 0.601
O 2.79255 -1.90527 0.85563 1.168 -0.305 0.800
H 1.99705 -1.49253 0.51938 -1.619 1.419 -0.478
H -0.34722 -3.15656 -1.14811 -0.110 -0.072 0.246
H -1.47438 2.94408 -0.57736 -0.079 0.332 -0.069
H 0.67903 -0.23530 -0.90037 -0.097 0.048 -1.061
O -0.11539 1.90194 1.79403 0.147 -0.283 -0.403
O 1.50060 2.31694 -2.95834 0.819 0.872 0.235
H 0.95816 1.56238 -2.72893 -0.669 -0.811 0.213
H 2.79018 -2.78107 0.46939 0.324 -0.878 -0.235
O 0.72565 -0.44544 0.03232 0.225 -0.784 0.923
H -1.08752 -2.30584 3.21839 -0.443 -0.183 0.188
H -0.42906 2.76022 1.50906 -0.099 0.348 -0.078
H -0.20909 -3.49794 -2.61653 -0.052 -0.278 -0.262
```
Positions in Å, forces in eV/Å.

Multiplicity   2
Maximum force   2.21 eV/A
Relative energy (zero: lowest compared OMol25 entry of this formula, charge and spin)   22.9 kcal per mole
Total charge   +1
Energy   -687.54363 Eh
M   162.1 g mol⁻¹
Orbital gap (spin up / spin down)   0.41927 / 0.08516 hartree
HOMO energy (spin up / spin down)   -14.54 / -13.36 eV


H18O9Sr | ωB97M-V/def2-TZVPD

The geometry in XYZ format:
```
28
Properties=species:S:1:pos:R:3:forces:R:3
H -6.83166 -0.23086 -3.79360 0.546 1.536 -0.832
H -8.63079 -1.05739 -5.95222 0.094 -0.854 1.913
H -8.59291 4.11059 -4.14225 0.005 0.058 0.169
O -6.69341 0.62897 -4.28720 -0.913 -1.011 0.357
O -7.75343 3.91595 -4.56518 -1.425 -1.348 -1.137
H -8.83531 4.48366 -7.83601 0.137 0.853 -0.584
H -10.33387 1.90872 -5.72925 0.993 -0.903 2.046
H -7.66133 1.30723 -9.67934 -0.363 0.032 0.507
H -8.97824 2.04192 -9.48468 0.500 -0.420 0.768
O -9.09356 3.76607 -7.27673 -0.595 -0.728 0.870
H -9.76032 4.11588 -6.66446 0.244 0.135 -0.399
O -5.76748 0.45324 -7.54791 -0.932 -0.719 0.478
H -5.39104 0.65870 -8.37805 1.476 0.981 -1.329
O -5.09906 2.98775 -5.34844 1.340 0.131 -0.167
O -9.79899 1.73986 -4.86801 -1.564 2.428 -1.839
Sr -7.36594 2.05301 -6.43141 -0.403 -0.133 0.415
O -5.82227 3.51025 -8.15671 -0.485 -0.247 -0.266
O -8.52493 -0.43107 -6.63618 0.604 1.192 -0.522
H -5.95735 3.82907 -9.05340 -0.220 -0.343 -0.442
H -5.37579 4.26182 -7.79019 0.616 0.628 0.796
H -8.98036 -0.89694 -7.31635 -0.655 -0.143 -1.494
H -4.19436 2.98995 -5.73638 -0.822 -0.253 -0.124
H -5.76321 0.76347 -4.46372 0.605 -0.444 0.397
H -6.31584 -0.28096 -7.85375 -0.275 -0.520 0.788
H -4.88090 3.33846 -4.47566 -0.424 -0.042 0.286
O -8.26601 1.59652 -8.96668 -0.089 0.332 -1.275
H -7.14061 4.46781 -4.15002 1.576 1.474 1.057
H -10.09191 2.54641 -4.34625 0.429 -1.674 -0.437
```
Positions in Å, forces in eV/Å.

Maximum force   3.42 eV/A
Relative energy (zero: lowest compared OMol25 entry of this formula, charge and spin)   19.7 kcal per mole
Total charge   +2
Energy   -718.29060 Eh
M   249.8 g mol⁻¹
Orbital gap   0.45377 hartree
HOMO energy   -18.58 eV


H19O10 | ωB97M-V/def2-TZVPD

The geometry in XYZ format:
```
29
Properties=species:S:1:pos:R:3:forces:R:3
H -0.58171 0.47504 2.96035 0.029 0.018 -0.120
H -2.53704 1.85311 -0.74528 -0.184 -0.502 -0.335
H -2.85741 1.92608 -2.32527 -0.361 -0.305 0.300
H 1.69953 0.98329 0.07134 -0.603 0.055 -0.268
H 1.00940 -0.83633 0.23088 0.630 0.612 -0.490
O -1.97947 -1.48724 -3.00774 -0.089 -0.210 -0.197
H 0.96625 -2.22700 -0.25821 0.245 -0.214 -0.459
H 0.31420 -0.09138 -1.50184 0.197 0.063 0.166
H 4.24529 -1.34653 0.29341 -0.557 -0.479 -0.221
O 2.08504 1.66324 -0.49258 1.411 0.905 0.184
H -0.52409 -2.04897 2.85370 -0.103 -0.010 -0.072
H 3.15517 -0.61378 -0.64403 0.348 -0.580 0.622
O -0.01000 0.62007 -2.07286 -0.001 -0.118 -0.671
O 3.94889 -0.52452 -0.08759 0.605 1.013 -0.247
H -1.39452 0.01098 -0.18663 -0.591 -0.336 -0.244
H -0.69503 1.13702 -1.62564 -0.095 0.004 -0.089
H 0.37013 -1.38562 1.79498 -0.297 -0.380 0.936
O 0.49036 0.17556 1.35133 -0.438 0.272 0.230
H -2.15258 -0.70593 -3.54024 0.033 0.057 0.071
O 0.11741 -2.27741 2.17792 0.307 0.114 -0.369
O -2.01981 0.40052 0.44174 0.685 0.354 0.216
O -2.26397 2.18152 -1.62169 0.485 0.867 0.078
O -1.22552 0.92974 3.53948 0.095 -0.049 0.087
O 1.33243 -1.38134 -0.55707 -1.015 -0.404 0.644
H 0.68789 1.07370 1.62465 0.467 -0.003 -0.006
H -1.29633 0.63961 1.07739 -0.617 -0.247 -0.040
H -1.37495 0.32473 4.26904 -0.017 -0.018 0.045
H -1.04798 -1.38118 -2.78339 0.019 0.166 0.123
H 1.53841 1.91301 -1.23616 -0.589 -0.645 0.128
```
Positions in Å, forces in eV/Å.

Maximum force   1.69 eV/A
Relative energy (zero: lowest compared OMol25 entry of this formula, charge and spin)   15.9 kcal per mole
Total charge   -1
Energy   -763.86514 Eh
M   179.1 g mol⁻¹
Orbital gap   0.35597 hartree
HOMO energy   -6.52 eV